The following is a DFT calculation (ωB97M-V with the def2-TZVPD basis set) of an isolated molecule of CH2P2S3.

Cartesian coordinates (Å):
1 C 0.869 -0.023 -0.197
2 P 0.569 1.835 -0.433
3 P -0.116 -1.086 0.922
4 S -0.769 -2.262 -0.541
5 S -1.340 2.028 0.112
6 S -1.862 0.375 1.193
7 H 0.675 -0.539 -1.163
8 H 1.974 -0.327 0.108

As for the HOMO-LUMO gap (spin up / spin down): 0.18146 / 0.18140 Eh. The calculation puts the energy above the lowest of the compared OMol25 structures with the same formula, charge and spin at 233.2 kJ/mol. Its HOMO energy (spin up / spin down) is -7.754 / -7.754 eV.

---

The following is a DFT calculation (ωB97M-V with the def2-TZVPD basis set) of a structure of composition CH2S3.

Cartesian coordinates (Å):
1 C 0.195 -0.697 -0.129
2 H -1.349 0.803 -0.172
3 H 0.352 1.971 0.810
4 S -1.517 -0.654 -0.171
5 S 1.245 0.646 -0.227
6 S 1.074 -2.069 -0.111

As for the HOMO-LUMO gap: 0.27596 Eh. The calculation puts the energy above the lowest of the compared OMol25 structures with the same formula, charge and spin at 246.4 kJ/mol. Its HOMO energy is -8.787 eV.

---

The following is a DFT calculation (ωB97M-V with the def2-TZVPD basis set) of a structure of composition CH31O15Pb.

Cartesian coordinates (Å):
1 Pb -2.142 1.163 2.180
2 C 0.212 0.121 0.199
3 O -0.543 1.374 0.432
4 H 1.241 0.407 0.135
5 H -0.169 -0.160 -0.764
6 H 0.092 -0.612 1.022
7 O -0.065 2.293 3.187
8 H 0.751 2.157 2.695
9 H 0.203 2.035 4.081
10 O -1.807 1.770 -1.764
11 H -2.588 2.303 -1.824
12 H -1.476 1.717 -0.858
13 O 2.278 1.632 2.011
14 H 1.950 1.016 1.343
15 H 2.867 2.179 1.517
16 O 0.613 3.726 0.726
17 H 0.288 2.811 0.489
18 H 1.354 3.678 0.209
19 O 3.264 1.525 -1.248
20 H 2.359 1.190 -1.311
21 H 3.132 2.485 -1.314
22 O 2.472 -1.947 0.313
23 H 3.224 -1.838 -0.289
24 H 2.241 -2.803 -0.004
25 O 0.728 1.370 -2.810
26 H 0.686 0.460 -2.596
27 H -0.082 1.608 -2.391
28 O 0.957 -2.108 2.641
29 H 1.396 -1.913 1.783
30 H 0.213 -1.512 2.625
31 O -2.471 -0.954 1.080
32 H -1.735 -1.200 0.640
33 H -3.147 -1.618 0.767
34 O -1.263 -2.814 -0.828
35 H -1.939 -2.281 -1.256
36 H -1.776 -3.219 -0.119
37 O -1.039 -0.544 3.555
38 H -1.468 -1.390 3.314
39 H -0.616 -0.653 4.418
40 O -3.212 -1.122 -1.749
41 H -2.644 -0.321 -1.855
42 H -3.840 -0.956 -2.453
43 O 1.368 -1.243 -2.167
44 H 1.275 -1.072 -1.236
45 H 2.126 -1.814 -2.170
46 O -1.149 -1.304 -3.716
47 H -0.391 -1.653 -3.230
48 H -1.728 -1.972 -3.411

As for the HOMO-LUMO gap: 0.32960 Eh. Its HOMO energy is -13.182 eV. The net charge is +1.

---

The following is a DFT calculation (ωB97M-V with the def2-TZVPD basis set) of a cluster of 16 separate species, CH31O18 in total.

Cartesian coordinates (Å):
1 C 0.407 0.212 -0.312
2 O 0.028 -0.084 -1.431
3 O -0.368 -0.066 0.750
4 O 1.418 0.859 -0.115
5 H -1.069 -0.656 0.625
6 O -0.014 -2.616 -2.605
7 H 0.060 -2.776 -1.686
8 H 0.028 -1.655 -2.734
9 O -2.364 1.884 -0.936
10 H -1.550 2.037 -1.491
11 H -2.339 2.644 -0.361
12 O 3.402 1.361 1.915
13 H 3.077 2.144 1.478
14 H 2.665 1.039 2.376
15 O -2.788 -3.472 -0.228
16 H -2.544 -2.589 -0.485
17 H -2.074 -3.993 -0.602
18 O -2.579 -1.108 -1.321
19 H -2.941 -0.354 -0.922
20 H -1.649 -0.955 -1.569
21 O -3.056 0.227 1.430
22 H -2.468 1.006 1.635
23 H -3.580 0.647 0.764
24 O -1.184 2.203 1.988
25 H -0.651 1.501 1.609
26 H -1.063 2.975 1.503
27 O 0.419 -3.012 -0.061
28 H 1.085 -3.614 -0.391
29 H 1.005 -2.309 0.262
30 O 0.442 3.433 0.049
31 H 0.571 2.504 -0.108
32 H 0.822 3.508 0.891
33 O 3.638 2.250 -1.364
34 H 2.770 1.923 -1.200
35 H 3.496 2.861 -2.113
36 O -2.162 -1.984 2.696
37 H -2.340 -2.160 3.620
38 H -2.173 -1.048 2.675
39 O 0.403 -1.991 3.730
40 H -0.396 -1.740 3.246
41 H 0.734 -2.753 3.193
42 O -0.085 2.172 -2.977
43 H 0.061 1.354 -2.520
44 H 0.700 2.763 -2.851
45 O 2.277 -0.163 -2.948
46 H 2.610 0.652 -3.273
47 H 1.716 0.127 -2.240
48 O 2.411 -1.367 1.050
49 H 3.023 -1.390 0.319
50 H 2.169 -0.427 1.040

As for the HOMO-LUMO gap: 0.34843 Eh. The calculation puts the energy above the lowest of the compared OMol25 structures with the same formula, charge and spin at 45.2 kJ/mol. Its HOMO energy is -7.162 eV. The net charge is -1.

---

The following is a DFT calculation (ωB97M-V with the def2-TZVPD basis set) of a cluster of 17 separate species, CH32O19 in total.

Cartesian coordinates (Å):
1 C 11.110 2.026 -28.081
2 O 11.243 3.349 -27.858
3 O 11.729 1.549 -29.066
4 O 10.686 1.335 -27.125
5 O 12.872 2.842 -25.591
6 H 12.374 2.704 -26.417
7 H 13.759 2.927 -25.975
8 O 14.225 2.506 -29.262
9 H 14.470 3.086 -29.978
10 H 13.260 2.376 -29.253
11 O 9.436 -0.611 -25.822
12 H 9.949 0.032 -26.326
13 H 8.699 -0.687 -26.432
14 O 8.804 3.574 -28.742
15 H 9.561 3.268 -28.205
16 H 9.020 4.485 -28.555
17 O 10.803 2.062 -24.172
18 H 10.139 2.568 -24.697
19 H 10.882 1.256 -24.672
20 O 9.945 6.011 -28.192
21 H 10.524 5.656 -28.841
22 H 9.487 6.641 -28.739
23 O 11.909 2.431 -31.692
24 H 11.905 1.980 -30.817
25 H 11.668 3.308 -31.417
26 O 9.873 0.329 -30.498
27 H 10.302 0.933 -29.816
28 H 8.983 0.619 -30.531
29 O 12.838 5.344 -27.828
30 H 13.684 5.246 -27.365
31 H 12.237 4.586 -27.766
32 O 13.458 0.401 -27.340
33 H 13.788 -0.321 -27.871
34 H 12.840 0.838 -27.949
35 O 13.211 -0.510 -30.288
36 H 12.423 -0.027 -29.967
37 H 12.872 -1.197 -30.828
38 O 10.301 4.457 -25.738
39 H 10.536 3.969 -26.521
40 H 10.562 5.372 -25.972
41 O 11.004 -1.266 -27.962
42 H 10.558 -1.619 -27.233
43 H 11.241 -0.334 -27.777
44 O 8.584 2.110 -26.045
45 H 9.269 1.757 -26.622
46 H 7.836 2.433 -26.544
47 O 10.906 4.450 -30.178
48 H 10.020 4.191 -30.435
49 H 11.098 3.730 -29.542
50 O 12.134 0.011 -24.916
51 H 11.667 -0.836 -24.942
52 H 12.513 0.115 -25.810

As for the HOMO-LUMO gap: 0.28602 Eh. The calculation puts the energy above the lowest of the compared OMol25 structures with the same formula, charge and spin at 173.1 kJ/mol. Its HOMO energy is -2.848 eV. The net charge is -2.

---

| no. | M (g/mol) | calculated total energy (eV) |
| --- | --- | --- |
| 1 | 172.176 | -52151.2839 |
| 2 | 110.228 | -33572.2814 |
| 3 | 490.444 | -37493.3317 |
| 4 | 331.241 | -38399.3960 |
| 5 | 348.248 | -40461.6216 |